11
Properties=species:S:1:pos:R:3:forces:R:3 method="wB97M-V/def2-TZVPD" energy_ev=-9135.0503 fmax_ha_per_bohr=0.008 de_lowest_kcal_mol=41.68 orbital_gap_ev=9.5 e_homo_ev=-9.35
N 1.878 -0.211 -0.733 0.0 -0.1 0.1
C 0.554 0.021 -0.415 -0.3 -0.3 0.1
C 0.093 0.930 0.558 -0.1 -0.1 0.1
N -1.129 0.799 1.030 0.1 -0.1 -0.2
C -1.882 -0.146 0.451 -0.2 0.0 0.0
N -1.564 -0.817 -0.643 0.1 0.1 0.2
N -0.320 -0.734 -1.075 0.1 0.0 0.2
H 2.543 -0.001 -0.003 -0.1 0.2 0.0
H 1.960 -1.181 -1.022 0.2 0.3 -0.3
H 0.711 1.729 0.963 0.0 -0.2 -0.1
H -2.845 -0.389 0.889 0.1 0.3 -0.1

***

9
Properties=species:S:1:pos:R:3:forces:R:3 method="wB97M-V/def2-TZVPD" energy_ev=-10314.6715 fmax_ha_per_bohr=0.085 de_lowest_kcal_mol=177.84 orbital_gap_ev="8.4 / 8.4" e_homo_ev="-8.73 / -8.73"
C -1.150 0.257 0.569 0.1 -1.4 0.5
C -0.072 -0.683 0.146 0.1 0.7 0.4
C -0.485 1.213 -0.080 -1.8 4.0 0.0
C 1.175 -0.298 -0.045 2.2 -2.9 0.0
O 0.109 2.193 -0.255 -0.3 -0.5 -0.5
O -2.070 -0.692 0.061 -1.3 0.9 0.1
O -0.999 -1.529 -0.402 1.1 -0.9 -0.4
H 1.605 0.465 0.572 -0.1 0.2 0.2
H 1.886 -0.926 -0.566 0.0 0.1 -0.2